C32H51BeBrCaClFN2O10S as an isolated structure at a distorted geometry. Source: the OMol25 dataset; level of theory: the ωB97M-V functional and the def2-TZVPD basis.

As for the LUMO energy: -0.419 Eh. For the gap between HOMO and LUMO, the calculation gives 0.045 Ha. As for the net charge: +2.

```
101
C32H51BeBrCaClFN2O10S the ωB97M-V functional and the def2-TZVPD basis
C -2.99 -0.52 1.68
C -2.73 -0.62 0.48
C -2.54 -0.42 -1.08
C -3.37 -1.53 -1.91
C -4.78 -0.95 -2.46
C -5.87 -1.38 -1.41
C -6.32 -0.65 -0.32
C -5.94 0.78 0.20
C -6.74 1.92 -0.61
C -5.96 2.39 -1.89
Br -6.95 3.59 0.43
C -7.34 -1.66 0.33
O -7.64 -1.50 1.49
O -7.72 -2.64 -0.59
C -6.58 -2.78 -1.46
O -6.30 -3.78 -2.06
H -3.46 -0.28 2.67
H -1.43 -0.57 -1.27
H -2.86 0.64 -1.37
H -3.62 -2.33 -1.15
H -2.76 -1.98 -2.75
H -4.95 -1.38 -3.49
H -4.65 0.17 -2.56
H -6.32 0.86 1.28
H -4.84 1.01 0.22
H -7.74 1.48 -0.89
H -4.84 2.26 -1.73
H -6.21 1.70 -2.77
H -6.18 3.47 -2.18
Be -6.49 4.91 -1.55
C 0.27 1.05 -3.32
C 1.72 1.43 -3.56
N 2.57 1.29 -2.38
C 3.87 1.92 -2.52
C 4.82 1.34 -3.58
C 2.57 -0.02 -1.75
C 3.00 -1.22 -2.60
H -0.16 1.61 -2.49
H -0.32 1.27 -4.21
H 0.15 -0.02 -3.12
H 1.73 2.48 -3.87
H 2.11 0.85 -4.41
H 4.38 1.92 -1.56
H 3.71 2.98 -2.75
H 5.26 0.40 -3.26
H 5.65 2.04 -3.74
H 4.33 1.20 -4.55
H 1.57 -0.22 -1.36
H 3.20 0.01 -0.85
H 2.54 -1.21 -3.59
H 2.69 -2.14 -2.11
H 4.08 -1.27 -2.72
C -2.22 -2.84 4.91
C -1.00 -2.99 4.12
N -0.04 -3.11 3.50
H -2.42 -3.72 5.52
H -2.16 -1.98 5.59
H -3.09 -2.68 4.27
C 4.56 -2.92 5.37
C 4.06 -3.14 3.94
C 3.64 -1.78 3.38
S 4.62 -0.56 4.25
O 3.75 0.25 5.06
O 5.57 0.02 3.32
C 5.48 -1.71 5.31
H 5.07 -3.80 5.76
H 3.70 -2.71 6.02
H 4.88 -3.55 3.33
H 3.24 -3.86 3.90
H 3.83 -1.71 2.31
H 2.59 -1.58 3.59
H 5.65 -1.26 6.28
H 6.43 -1.96 4.83
C 1.12 2.22 2.62
C -0.39 2.07 2.70
O -0.72 0.83 3.29
H 1.55 1.41 2.04
H 1.39 3.18 2.16
H 1.56 2.18 3.62
H -0.82 2.10 1.70
H -0.83 2.88 3.29
H -0.34 0.81 4.18
C 7.75 -0.93 -1.74
C 6.80 -0.85 -0.71
C 7.10 -0.17 0.46
C 8.35 0.43 0.62
C 9.30 0.34 -0.41
C 9.00 -0.34 -1.58
H 7.52 -1.47 -2.65
H 5.82 -1.31 -0.83
H 6.37 -0.11 1.26
H 8.58 0.96 1.53
H 10.27 0.81 -0.29
H 9.74 -0.41 -2.37
F -4.43 5.07 -0.16
O -9.09 3.01 -3.87
Cl -9.46 1.59 -3.67
O -10.86 1.45 -3.81
O -9.05 1.19 -2.35
O -8.77 0.80 -4.65
Ca -7.19 3.89 -3.99
```

Atomic partial charges in e from the Löwdin method, atoms 1 to 6:
1. C 0.074
2. C -0.119
3. C -0.173
4. C -0.154
5. C -0.102
6. C -0.042